Arrangement i

This record from the Open Molecules 2025 dataset describes a molecular structure, C6H12O2. The level of theory is ωB97M-V with the def2-TZVPD basis set.

Values from the calculation:
- gap between HOMO and LUMO (eV) = 9.181
- HOMO energy (hartree) = -0.3090
- M (g mol⁻¹) = 116.16

```
20
Properties=species:S:1:pos:R:3:nbo_charge:R:1
H 0.305 2.266 0.680 0.22
O 0.424 0.671 -1.302 -0.52
C 2.241 0.241 0.319 -0.64
C 0.921 -1.706 -0.735 -0.63
H 1.866 -1.896 -1.166 0.21
O -2.821 -0.099 0.779 -0.72
H 2.209 1.331 0.119 0.24
C 0.983 -0.269 -0.359 0.22
H 2.039 0.010 1.401 0.21
H -2.336 -0.362 1.503 0.47
H 3.070 -0.336 0.132 0.22
C -0.641 1.732 0.634 -0.67
H -0.974 1.611 1.648 0.22
H 0.876 -2.268 0.138 0.21
H -1.631 2.208 0.138 0.24
H 0.151 -1.974 -1.454 0.23
H -2.489 0.118 -1.279 0.18
H -1.768 -1.439 -0.574 0.16
C -2.109 -0.345 -0.441 -0.08
C -0.315 0.505 -0.180 0.25
```


Arrangement ii

This record from the Open Molecules 2025 dataset describes 2 unconnected molecules or ions with the total composition C6H12O2. The level of theory is ωB97M-V with the def2-TZVPD basis set.

Values from the calculation:
- gap between HOMO and LUMO (eV) = 9.313
- HOMO energy (hartree) = -0.3310
- M (g mol⁻¹) = 116.16
- SMILES string = C=CCCCC=O.O

```
20
Properties=species:S:1:pos:R:3:nbo_charge:R:1
C 1.328 -0.591 0.973 -0.45
H 1.516 -0.098 -1.195 0.18
H -1.334 1.790 0.386 0.24
C 2.872 -1.679 -0.784 -0.42
H -2.477 -0.367 -0.496 0.11
C 1.862 -0.858 -0.404 -0.17
C -1.827 -0.097 0.386 0.46
H 3.254 -1.537 -1.764 0.20
H 3.177 -2.470 -0.171 0.19
O -2.496 1.395 -1.752 -0.94
C 0.298 0.585 1.209 -0.42
C -0.746 0.901 0.239 -0.52
H -3.507 1.056 -1.827 0.47
H 0.851 1.497 1.198 0.21
H -0.523 0.842 -0.850 0.24
O -2.109 -0.576 1.438 -0.55
H -0.139 0.205 2.108 0.25
H 0.684 -1.593 1.307 0.20
H 2.128 -0.792 1.657 0.24
H -2.813 2.388 -1.656 0.47
```


The structure with the least stability is arrangement i.


Arrangement i

This record from the Open Molecules 2025 dataset describes a molecular structure, CH5FP2. The level of theory is ωB97M-V with the def2-TZVPD basis set.

Values from the calculation:
- gap between HOMO and LUMO (eV) = 10.010
- HOMO energy (hartree) = -0.3404
- M (g mol⁻¹) = 98.00

```
9
Properties=species:S:1:pos:R:3:nbo_charge:R:1
H 1.074 -0.638 0.763 0.19
H 1.121 0.079 -1.596 -0.02
H -0.215 2.017 -1.442 -0.01
H -0.430 -1.984 -0.074 -0.04
P 0.967 1.305 -0.956 0.30
C 0.214 0.341 0.443 -0.32
H -1.389 -1.375 1.304 -0.02
F -0.161 1.131 1.501 -0.37
P -1.180 -0.875 0.057 0.28
```


Arrangement ii

This record from the Open Molecules 2025 dataset describes 2 unconnected molecules or ions with the total composition CH5FP2. The level of theory is ωB97M-V with the def2-TZVPD basis set.

Values from the calculation:
- gap between HOMO and LUMO (alpha / beta) (eV) = 8.038 / 8.300
- HOMO energy (alpha / beta) (hartree) = -0.3316 / -0.3087
- M (g mol⁻¹) = 98.00

```
9
Properties=species:S:1:pos:R:3:nbo_charge:R:1
P -1.180 -0.465 -1.058 0.69
H 0.784 2.498 0.279 0.19
C 1.394 1.617 -0.081 -0.51
H -1.759 -2.753 0.600 -0.01
H 0.150 -2.511 0.377 0.01
H 2.156 1.042 0.446 0.17
F -2.217 0.564 -0.367 -0.60
H 1.681 1.634 -1.040 0.15
P -1.009 -1.627 0.845 -0.08
```


Arrangement iii

This record from the Open Molecules 2025 dataset describes 2 unconnected molecules or ions with the total composition CH5FP2. The level of theory is ωB97M-V with the def2-TZVPD basis set.

Values from the calculation:
- gap between HOMO and LUMO (eV) = 10.057
- HOMO energy (hartree) = -0.3490
- M (g mol⁻¹) = 98.00

```
9
Properties=species:S:1:pos:R:3:nbo_charge:R:1
H 1.443 -0.765 -1.582 -0.04
H -1.626 0.353 0.484 -0.03
H -1.339 2.137 -0.356 -0.01
P 1.948 -0.384 -0.399 0.31
C 0.699 0.816 0.248 -0.25
F 0.992 2.065 0.183 -0.37
H 0.412 0.463 1.666 0.15
P -1.049 0.776 -0.638 0.25
H 1.137 -1.294 0.341 -0.01
```


The structure with the least stability is arrangement iii.


Arrangement i

This record from the Open Molecules 2025 dataset describes C7H8O in the gas phase. The level of theory is ωB97M-V with the def2-TZVPD basis set.

Values from the calculation:
- gap between HOMO and LUMO (eV) = 10.444
- HOMO energy (hartree) = -0.3546
- M (g mol⁻¹) = 108.14
- SMILES string = C#CC(O)(C=C)C=C

```
16
Properties=species:S:1:pos:R:3:nbo_charge:R:1
C 1.382 0.552 2.699 -0.34
H 1.839 0.501 3.645 0.23
H 0.310 -2.017 -0.433 0.20
H 2.046 -2.122 -1.221 0.22
C 1.182 -0.145 -0.744 -0.23
C -1.331 0.019 0.093 -0.23
H 0.708 2.387 -0.583 0.48
H 1.816 0.476 -1.387 0.21
O -0.152 1.955 -0.375 -0.68
H -3.316 -0.288 -0.411 0.21
H -1.182 -0.967 0.609 0.21
C 1.153 -1.442 -0.859 -0.36
C 0.028 0.652 -0.041 0.31
H -2.471 0.986 -1.426 0.21
C 0.748 0.606 1.685 -0.09
C -2.394 0.235 -0.650 -0.35
```


Arrangement ii

This record from the Open Molecules 2025 dataset describes C7H8O in the gas phase. The level of theory is ωB97M-V with the def2-TZVPD basis set.

Values from the calculation:
- gap between HOMO and LUMO (eV) = 9.715
- HOMO energy (hartree) = -0.3225
- M (g mol⁻¹) = 108.14
- SMILES string = COc1ccccc1

```
16
Properties=species:S:1:pos:R:3:nbo_charge:R:1
H -2.726 1.157 0.067 0.16
H 3.447 0.079 0.507 0.22
C 1.488 1.229 -0.178 -0.20
C 0.465 -1.343 -0.145 -0.22
C 2.320 0.160 -0.003 -0.21
H -0.504 1.828 -0.541 0.21
H -0.065 -2.565 -0.145 0.21
C -0.421 -0.272 -0.382 0.30
H -2.440 0.004 1.448 0.16
H 2.512 -1.793 -0.083 0.21
H 1.958 2.199 -0.035 0.22
C 1.796 -1.114 -0.035 -0.23
O -1.712 -0.457 -0.535 -0.50
C 0.135 1.037 -0.314 -0.28
H -3.665 -0.333 0.133 0.19
C -2.588 0.185 0.240 -0.22
```


Arrangement iii

This record from the Open Molecules 2025 dataset describes C7H8O in the gas phase. The level of theory is ωB97M-V with the def2-TZVPD basis set.

Values from the calculation:
- gap between HOMO and LUMO (eV) = 9.907
- HOMO energy (hartree) = -0.3271
- M (g mol⁻¹) = 108.14
- SMILES string = C1=C[C@H]2C=C[C@H](C1)O2

```
16
Properties=species:S:1:pos:R:3:nbo_charge:R:1
C 1.078 -0.166 -0.675 0.01
H -1.613 -1.353 1.353 0.22
C -0.173 0.233 0.905 -0.02
C -1.262 -0.954 -0.793 -0.15
H -0.117 -0.499 -2.613 0.22
H 1.084 1.690 2.220 0.23
C -1.588 -0.508 0.754 -0.40
C 1.570 1.196 0.160 -0.18
H -0.541 0.748 0.030 0.21
H 1.947 -0.590 -1.159 0.19
O 0.752 -0.890 0.555 -0.53
H -1.967 -1.400 -1.416 0.20
C -0.240 -0.418 -1.516 -0.25
H 2.721 1.457 -0.045 0.22
H -2.486 0.185 0.970 0.23
C 0.834 1.269 1.268 -0.21
```


The structure with the least stability is arrangement iii.


Arrangement i

This record from the Open Molecules 2025 dataset describes 2 unconnected molecules or ions with the total composition CH3N2O2S. The level of theory is ωB97M-V with the def2-TZVPD basis set.

Values from the calculation:
- gap between HOMO and LUMO (alpha / beta) (eV) = 8.199 / 8.198
- HOMO energy (alpha / beta) (hartree) = -0.1680 / -0.1680
- M (g mol⁻¹) = 107.11
- charge = -1

```
9
Properties=species:S:1:pos:R:3:nbo_charge:R:1
N -0.792 -1.280 0.297 -0.84
H -1.274 0.015 -1.480 -0.13
N 1.291 -1.135 -0.242 -0.27
O -0.719 1.375 0.217 -1.02
S -1.375 0.059 -0.148 2.05
O -2.839 0.132 0.037 -0.99
H 2.731 0.124 0.386 0.15
H 1.241 0.838 0.676 0.22
C 1.736 -0.128 0.257 -0.17
```


Arrangement ii

This record from the Open Molecules 2025 dataset describes 2 unconnected molecules or ions with the total composition CH3N2O2S. The level of theory is ωB97M-V with the def2-TZVPD basis set.

Values from the calculation:
- gap between HOMO and LUMO (eV) = 7.687
- HOMO energy (hartree) = -0.1298
- M (g mol⁻¹) = 107.11
- charge = -1

```
9
Properties=species:S:1:pos:R:3:nbo_charge:R:1
S 0.255 -1.695 -0.024 1.49
H -1.208 1.760 -1.230 0.34
N -0.403 1.002 0.642 -0.53
C 0.086 0.206 -0.459 -0.06
O -0.098 -1.403 1.394 -1.07
O 1.653 -2.078 -0.163 -1.02
H 1.515 0.878 -0.936 0.01
N -1.167 0.881 -0.610 -0.53
H -0.633 0.447 1.385 0.38
```


The structure with the least stability is arrangement i.


Arrangement i

This record from the Open Molecules 2025 dataset describes a molecular structure, C4H12N2OS. The level of theory is ωB97M-V with the def2-TZVPD basis set.

Values from the calculation:
- gap between HOMO and LUMO (eV) = 4.794
- HOMO energy (hartree) = -0.3075
- M (g mol⁻¹) = 136.22

```
20
Properties=species:S:1:pos:R:3:nbo_charge:R:1
H -3.405 -0.112 0.277 0.16
O -2.114 1.306 -0.242 -0.70
H 0.358 -1.533 2.049 0.26
H -2.397 0.463 1.598 0.14
H 0.348 1.880 -1.338 0.36
H -1.170 1.211 -1.063 0.40
H 1.469 -0.016 -1.003 0.22
C 0.390 -0.106 -1.112 -0.24
N -0.232 1.074 -1.567 -0.65
H 3.791 1.172 -0.254 -0.01
N -1.415 -0.859 0.327 -0.50
H -1.639 -1.315 -0.544 0.37
S 2.344 -0.556 1.402 0.03
C 0.892 -1.431 1.092 -0.59
H 1.045 -2.369 0.533 0.23
H 4.127 1.779 -0.006 0.00
H -0.061 0.512 0.830 0.23
H 0.230 -0.938 -1.793 0.18
C -2.401 0.272 0.532 0.11
C -0.160 -0.432 0.282 0.00
```


Arrangement ii

This record from the Open Molecules 2025 dataset describes 2 unconnected molecules or ions with the total composition C4H12N2OS. The level of theory is ωB97M-V with the def2-TZVPD basis set.

Values from the calculation:
- gap between HOMO and LUMO (eV) = 9.884
- HOMO energy (hartree) = -0.3367
- M (g mol⁻¹) = 136.22

```
20
Properties=species:S:1:pos:R:3:nbo_charge:R:1
N 1.746 1.015 1.377 -0.68
H 1.310 1.730 1.970 0.35
H 0.545 1.561 -0.294 0.19
C -3.745 -0.514 -0.850 -0.80
N -2.477 -0.403 1.364 -1.03
H -1.978 0.065 2.095 0.39
C 3.582 -0.492 -0.156 -0.62
H -2.893 -1.072 -1.264 0.22
C 2.162 -0.112 -0.681 -0.47
H 1.498 -1.011 -0.587 0.22
H 4.303 0.376 0.104 0.21
H -1.988 -1.174 0.855 0.38
H -4.141 -0.006 -1.650 0.22
C 1.435 0.887 0.170 0.15
H 2.131 0.280 -1.710 0.21
H 3.307 -0.808 0.781 0.22
S -2.885 0.790 0.153 1.36
O -1.757 1.203 -0.699 -0.98
H -4.440 -1.091 -0.306 0.23
H 4.284 -1.226 -0.671 0.22
```


The structure with the least stability is arrangement i.


Arrangement i

This record from the Open Molecules 2025 dataset describes C5H7ClN2 in the gas phase. The level of theory is ωB97M-V with the def2-TZVPD basis set.

Values from the calculation:
- gap between HOMO and LUMO (eV) = 9.448
- HOMO energy (hartree) = -0.3139
- M (g mol⁻¹) = 130.58
- SMILES string = [H]/N=C(/C=C\Cl)N1CC1

```
15
Properties=species:S:1:pos:R:3:nbo_charge:R:1
H -0.745 -2.374 0.890 0.35
C -1.099 0.969 0.739 -0.30
C 1.531 0.580 -0.681 -0.23
H 2.167 1.436 -0.368 0.20
H 1.805 -1.738 -1.158 0.23
C 1.975 -0.871 -0.542 -0.24
Cl -3.002 -0.554 -0.556 0.09
N 1.110 -0.214 0.364 -0.44
C -2.267 0.817 0.076 -0.21
H 2.870 -0.811 0.022 0.21
C -0.234 -0.340 0.677 0.43
H -0.765 1.902 1.074 0.23
N -1.134 -1.413 0.863 -0.74
H -2.794 1.809 -0.136 0.22
H 0.583 0.801 -1.266 0.21
```


Arrangement ii

This record from the Open Molecules 2025 dataset describes C5H7ClN2 in the gas phase. The level of theory is ωB97M-V with the def2-TZVPD basis set.

Values from the calculation:
- gap between HOMO and LUMO (eV) = 10.429
- HOMO energy (hartree) = -0.3466
- M (g mol⁻¹) = 130.58
- SMILES string = ClCCc1cc[nH]n1

```
15
Properties=species:S:1:pos:R:3:nbo_charge:R:1
H 0.839 1.233 1.601 0.21
C -1.139 -0.506 0.989 -0.30
C -0.578 0.531 0.262 0.12
H -2.983 -1.503 0.494 0.19
H 2.843 0.960 0.553 0.21
H 0.546 2.271 0.139 0.23
H 2.065 1.356 -0.956 0.21
H -3.190 0.115 -1.447 0.42
C 2.000 0.736 -0.068 -0.40
N -1.324 0.839 -0.701 -0.26
C -2.268 -0.875 0.382 -0.06
Cl 2.002 -0.964 -0.314 -0.02
N -2.353 -0.005 -0.758 -0.36
H -0.700 -1.043 2.019 0.23
C 0.699 1.308 0.625 -0.41
```


The structure with the least stability is arrangement i.